[1]
# C16H14F6N4PtSSb

A molecular structure, C16H14F6N4PtSSb (the ωB97M-V functional and the def2-TZVPD basis, the Open Molecules 2025 dataset).

Properties
Charge: +2
2S+1: 2
Energy above the lowest of the compared OMol25 structures with the same formula, charge and spin: 77.0 kcal per mole
Calculated total energy: -59689.186 eV
E_HOMO (spin up / spin down): -13.4 / -13.4 eV

```
43
Properties=species:S:1:pos:R:3:mulliken_charge:R:1
Pt 0.64518 0.18657 -0.14969 1.537
C -1.43387 -3.36271 1.53272 -0.775
C -0.58219 -3.77098 2.54932 -0.442
C 0.50815 -2.98161 2.88623 -0.742
C 0.73026 -1.79786 2.18660 0.765
N -0.09718 -1.44137 1.18660 0.073
C -1.14648 -2.18252 0.86466 0.097
C 1.81728 -0.84770 2.48251 0.716
C 2.64393 -0.91857 3.60134 -0.673
C 3.56794 0.09253 3.82433 -0.506
C 3.64334 1.15857 2.94153 -0.774
C 2.81466 1.15204 1.82663 -0.026
N 1.95427 0.17121 1.61726 -0.233
H -2.30574 -3.93599 1.26188 0.445
H -0.77084 -4.68817 3.08702 0.487
H 1.17229 -3.28832 3.67752 0.407
H -1.77499 -1.81504 0.06129 0.484
H 2.57124 -1.73495 4.29868 0.358
H 4.21684 0.05434 4.68552 0.479
H 4.32617 1.97432 3.09927 0.449
H 2.84472 1.95365 1.09654 0.477
N 4.90406 -3.29412 -4.66991 -0.306
C 3.84842 -2.53476 -4.91380 0.260
S 3.49484 -2.05105 -6.47687 -0.300
C 2.97079 -2.09219 -3.81322 1.201
C 3.13446 -2.55202 -2.50155 -0.850
C 2.30451 -2.06194 -1.50982 -0.461
N 1.33132 -1.18549 -1.75526 -0.345
C 1.13169 -0.76908 -3.00277 -0.266
C 1.93182 -1.18654 -4.05103 -0.672
H 5.50010 -3.58426 -5.43436 0.222
H 5.17767 -3.59720 -3.74603 0.145
H 3.88506 -3.28030 -2.23864 0.315
H 2.41111 -2.39244 -0.48480 0.421
H 0.30967 -0.08734 -3.18210 0.516
H 1.73703 -0.79937 -5.03959 0.457
F -0.74163 1.27100 -1.75409 -0.670
Sb 0.30703 3.02400 -1.73947 2.462
F 0.26274 2.55881 0.22111 -0.650
F 1.87252 1.68660 -1.61094 -0.667
F 1.55313 4.37806 -1.40394 -0.479
F 0.55172 2.78188 -3.60142 -0.483
F -1.30556 3.94690 -1.66214 -0.452
```

---

[2]
# C9H11FN2O

C9H11FN2O in the gas phase (the ωB97M-V functional and the def2-TZVPD basis, the Open Molecules 2025 dataset).

Properties
Energy above the lowest of the compared OMol25 structures with the same formula, charge and spin: 227.7 kcal per mole
Calculated total energy: -17246.548 eV
E_HOMO (spin up / spin down): -8.5 / -8.4 eV

```
24
Properties=species:S:1:pos:R:3:mulliken_charge:R:1
C 1.69270 0.93624 0.11150 1.401
C 0.41561 1.42210 -0.41551 0.316
C 2.15310 -0.17705 0.74028 -0.899
C -0.61307 -1.07750 1.03252 -0.495
C -0.91672 0.82546 -0.47294 0.102
C -1.36022 0.16589 0.83961 0.472
C 2.55392 -1.38504 -0.01939 -0.670
C -0.70654 -0.17415 -1.71218 -0.923
C -1.54346 1.01675 2.10289 -1.393
N 2.59056 1.84777 -0.26986 -0.609
N 0.61675 2.57228 -0.93736 -0.456
O 1.87619 2.85376 -0.90213 -0.064
F -0.44648 -1.47043 2.31833 -0.180
H -1.54427 1.62069 -0.73050 0.503
H -2.29589 -0.32684 0.49511 0.319
H 1.85538 -1.55767 -0.88504 0.203
H 2.67521 -2.27430 0.58496 0.261
H 3.51899 -0.94012 -0.37520 0.358
H -0.82449 0.41909 -2.59944 0.408
H -1.43759 -1.12834 -1.77745 0.304
H 0.35703 -0.57408 -1.61306 0.028
H -2.08349 1.97753 1.87571 0.363
H -0.55901 1.32354 2.45327 0.328
H -2.15310 0.42669 2.96058 0.324
```

---

[3]
# C12H17LiN4O4S2Si

A molecular structure, C12H17LiN4O4S2Si (the ωB97M-V functional and the def2-TZVPD basis, the Open Molecules 2025 dataset).

Properties
Calculated total energy: -56624.778 eV
E_HOMO: -7.5 eV

```
41
Properties=species:S:1:pos:R:3:mulliken_charge:R:1
Li -0.25532 1.37586 -0.40218 0.975
O 0.07007 3.08955 0.47805 -0.345
N 1.23805 3.03443 0.68316 0.244
C 4.25673 3.65676 -0.15728 -1.069
Si 3.55480 1.92879 0.05602 0.419
C 3.87950 1.22198 1.75807 -1.046
C 3.98461 0.76880 -1.34092 -1.020
O 1.83488 2.10105 -0.07620 -0.054
H 5.34541 3.65321 -0.07756 0.368
H 3.86526 4.32781 0.60891 0.320
H 3.99414 4.06811 -1.13382 0.319
H 4.94538 1.06062 1.92922 0.353
H 3.36762 0.26531 1.87956 0.322
H 3.51482 1.89907 2.53290 0.332
H 5.02777 0.45493 -1.26511 0.407
H 3.84845 1.24125 -2.31401 0.294
H 3.35529 -0.12280 -1.31423 0.316
N -5.67011 -3.65288 2.78100 -0.533
C -4.69232 -2.93456 2.12270 0.960
C -4.25414 -3.33068 0.85482 -0.679
C -3.30485 -2.58982 0.17844 -0.375
C -2.78392 -1.44584 0.76456 -0.181
C -3.21164 -1.03303 2.01793 -0.668
C -4.15868 -1.77300 2.69421 -0.771
S -1.59809 -0.45452 -0.07352 1.228
O -0.38973 -0.31908 0.74156 -0.716
O -2.16661 0.86908 -0.31519 -0.722
N -1.31832 -1.24949 -1.42179 -0.419
C -0.48729 -0.65031 -2.27426 0.503
S -0.13437 -1.44574 -3.80628 -0.196
C 0.90186 -0.12468 -4.24168 -0.371
C 0.91865 0.78524 -3.24742 -0.759
N 0.15235 0.50129 -2.14247 -0.252
H -5.83109 -4.59691 2.47876 0.218
H -5.76470 -3.50258 3.76958 0.217
H -4.67099 -4.22336 0.40402 0.277
H -2.95174 -2.87494 -0.80242 0.489
H -2.79911 -0.13171 2.45402 0.399
H -4.50250 -1.45761 3.67196 0.266
H 1.41318 -0.10100 -5.18890 0.417
H 1.47672 1.71139 -3.26421 0.533
```

---

[4]
# C2H10N3O

2 unconnected molecules or ions with the total composition C2H10N3O (the ωB97M-V functional and the def2-TZVPD basis, the Open Molecules 2025 dataset).

Properties
Charge: +1
Energy above the lowest of the compared OMol25 structures with the same formula, charge and spin: 23.8 kcal per mole
Calculated total energy: -8748.111 eV
E_HOMO: -14.9 eV

```
16
Properties=species:S:1:pos:R:3:mulliken_charge:R:1
C -0.78609 -1.43573 0.91147 -1.092
N 0.27581 -0.37141 0.97465 -0.188
C 0.94495 -0.00257 -0.11013 0.709
N 1.98968 0.83452 -0.01409 -0.352
N 0.40242 -0.41951 -1.32900 -0.395
H -1.08824 -1.84512 1.89448 0.323
H -1.66971 -0.94392 0.50133 0.381
H -0.41365 -2.29584 0.26776 0.381
H 0.69892 -0.35498 1.89471 0.288
H 2.48497 1.12090 -0.80630 0.198
H 2.44971 0.90760 0.85489 0.220
H 0.75124 0.16535 -2.17348 0.266
H -0.44542 -0.95631 -1.13574 0.251
H -2.27149 1.88652 -1.28215 0.305
H -1.74751 2.07082 0.20468 0.308
O -1.57562 1.63968 -0.65310 -0.602
```

---

[5]
# C4H4ClN

C4H4ClN in the gas phase (the ωB97M-V functional and the def2-TZVPD basis, the Open Molecules 2025 dataset).

Properties
SMILES string: N#C/C=C/CCl
Energy above the lowest of the compared OMol25 structures with the same formula, charge and spin: 48.8 kcal per mole
Calculated total energy: -18223.022 eV
E_HOMO: -10.0 eV

```
10
Properties=species:S:1:pos:R:3:mulliken_charge:R:1
N -1.45595 1.84950 2.42045 -0.418
C -1.28336 1.15137 1.46554 0.197
C -0.83594 0.53190 0.34978 -0.349
C 0.42092 -0.11814 0.20511 -0.086
C 0.67269 -0.83432 -1.00326 -0.267
Cl 2.47953 -0.80388 -1.18132 -0.201
H -1.62010 0.43041 -0.61060 0.168
H 1.10875 -0.20812 1.01643 0.372
H 0.09759 -0.18863 -1.79445 0.279
H 0.41588 -1.81010 -0.86767 0.305
```

---

[6]
# C35H27F6N5O2SSiTi

A molecular structure, C35H27F6N5O2SSiTi (the ωB97M-V functional and the def2-TZVPD basis, the Open Molecules 2025 dataset).

Properties
Charge: -2
2S+1: 3
Energy above the lowest of the compared OMol25 structures with the same formula, charge and spin: 6.9 kcal per mole
Calculated total energy: -106417.429 eV
E_HOMO (spin up / spin down): 0.9 / -2.0 eV

```
78
Properties=species:S:1:pos:R:3:mulliken_charge:R:1
Ti 1.39574 -0.73638 -1.44840 -0.012
C -5.87178 4.48667 9.07155 -0.817
O -6.16397 4.66898 7.71675 -0.485
C -5.32396 4.02168 6.81459 0.964
C -5.62055 4.21924 5.44711 -0.481
C -4.85927 3.62982 4.47526 -0.636
C -3.74702 2.80034 4.79238 0.415
C -3.46731 2.61613 6.17832 -1.059
C -4.24772 3.22029 7.16158 -0.439
C -2.97925 2.20749 3.76357 -0.078
N -3.17373 2.32964 2.43494 -0.876
C -2.19231 1.60036 1.85153 0.976
C -1.36070 1.00024 2.78854 -0.049
N -1.87638 1.39429 4.01179 -0.099
C -0.26168 0.16864 2.48439 -0.513
C 0.56714 -0.46914 3.41185 -0.547
C 1.60800 -1.28877 2.92944 -1.217
C 1.80133 -1.43546 1.58020 -0.152
N 1.03711 -0.81270 0.64626 0.761
C -0.00412 -0.02395 1.09158 0.702
C -0.82083 0.56740 0.11888 -0.013
N -0.51344 0.31286 -1.19500 0.437
C -1.27462 0.82172 -2.15474 -0.131
C -2.38206 1.61609 -1.90296 -1.349
C -2.71199 1.90148 -0.57376 -0.424
C -1.94499 1.38646 0.45001 -0.042
H -6.61214 5.05557 9.63364 0.239
H -4.86969 4.85370 9.32611 0.309
H -5.93387 3.43122 9.36459 0.306
H -6.46341 4.84901 5.18549 0.355
H -5.08981 3.78592 3.42903 0.406
H -2.63554 2.00007 6.50014 0.133
H -3.99138 3.04793 8.19961 0.294
H -1.52378 1.14511 4.91448 0.188
H 0.40217 -0.34681 4.47543 0.339
H 2.26318 -1.81580 3.61121 0.391
H 2.58486 -2.07521 1.19510 0.260
H -0.97161 0.58549 -3.16947 0.369
H -2.96304 2.00275 -2.72881 0.391
H -3.56433 2.51959 -0.31914 0.554
F 8.22810 -3.44537 -0.93790 -0.333
C 6.88571 -3.40789 -1.02404 0.634
C 6.20991 -2.20173 -1.01292 -0.120
F 6.89872 -1.05589 -0.91850 -0.327
C 4.83185 -2.19247 -1.10227 -0.261
F 4.20998 -1.00772 -1.10010 -0.350
C 4.05186 -3.34685 -1.21482 0.780
S 2.31903 -3.30609 -1.33212 -0.496
C 4.77927 -4.54137 -1.21762 0.129
F 4.13952 -5.71675 -1.31562 -0.349
C 6.15742 -4.57919 -1.12648 0.200
F 6.80793 -5.75722 -1.13666 -0.321
C 1.83582 1.80002 -4.30111 -1.118
Si 2.20688 -0.02527 -4.52304 0.131
C 4.02240 -0.33765 -4.16223 -1.001
C 2.09870 -0.22534 -6.41218 -1.433
N 1.16092 -1.01578 -3.54712 0.907
C 0.24987 -1.95467 -3.98474 0.942
C 0.00581 -2.36178 -5.31372 -0.687
C -0.95457 -3.30366 -5.65429 -0.945
C -1.74295 -3.91736 -4.69355 -0.427
C -1.53439 -3.56418 -3.36670 -0.920
C -0.57331 -2.63183 -3.06636 0.288
F -0.40531 -2.32749 -1.74381 -0.236
H 2.49931 2.39265 -4.93921 0.388
H 1.96455 2.10563 -3.26420 0.318
H 0.80497 2.01785 -4.59617 0.305
H 4.61851 0.20900 -4.90013 0.441
H 4.27203 -1.39930 -4.24163 0.286
H 4.30604 0.01291 -3.16808 0.226
H 2.81225 0.49822 -6.81995 0.335
H 1.11598 0.02036 -6.82025 0.338
H 2.39488 -1.21207 -6.77429 0.384
H 0.59089 -1.92951 -6.10499 0.175
H -1.07973 -3.55945 -6.70053 0.385
H -2.49171 -4.65130 -4.95973 0.358
H -2.09867 -3.99919 -2.55226 0.415
O 2.15830 0.67575 -1.51379 -0.409
```